22
Properties=species:S:1:pos:R:3:forces:R:3 method="wB97M-V/def2-TZVPD" charge=-1 de_lowest_kcal_mol=41.8
C 2.4233 -0.8913 0.3083 -0.5 -1.3 0.2
N 1.5747 -0.6758 -0.8650 1.0 0.7 -0.7
C 2.3808 -0.2262 -2.0289 -1.6 -0.8 0.5
C 0.4341 0.2070 -0.6646 -1.0 0.1 0.8
C -0.9133 -0.5121 -0.4933 -0.1 1.4 0.3
C -1.9460 0.5453 0.0178 -0.5 -1.1 0.0
C -2.3952 0.3097 1.5326 0.7 1.1 0.2
O -1.9523 1.2594 2.3850 -0.1 0.2 -0.2
H 3.4799 -0.8427 0.0469 0.1 0.0 0.0
H 2.2558 -0.2863 1.1986 -0.3 0.6 -0.3
H 2.2084 -1.9146 0.6605 0.4 0.1 0.1
H 3.1922 -0.9256 -2.2235 0.5 0.4 0.4
H 1.7414 -0.3564 -2.9072 0.0 0.5 0.0
H 2.6128 0.8293 -1.8695 0.7 0.0 -0.5
H 0.3440 1.0019 -1.4109 0.2 -0.3 -0.5
H 0.4693 0.8172 0.2538 0.6 -0.3 0.1
H -1.2911 -1.0108 -1.3867 0.3 -0.1 -0.2
H -0.7671 -1.2490 0.2964 -0.1 -0.2 -0.1
H -2.8292 0.5207 -0.6346 -0.1 -0.3 0.0
H -1.6159 1.5795 -0.0901 0.5 0.0 0.3
H -1.9846 -0.6722 1.8785 -0.4 -0.4 -0.6
H -3.5108 0.2439 1.4748 -0.1 -0.3 0.2

22
Properties=species:S:1:pos:R:3:forces:R:3 method="wB97M-V/def2-TZVPD" charge=-1 de_lowest_kcal_mol=353.8
C -1.3053 0.4543 -0.2448 0.3 1.1 -0.9
C -0.1019 -0.0162 0.4355 4.4 4.2 -1.1
C 1.2261 -0.1961 -0.4608 2.0 -4.6 4.7
C 1.0147 -1.0620 -1.7412 -3.5 0.4 -4.1
C 2.6732 0.0232 0.4615 -0.5 -0.7 -1.0
N -0.6303 1.2911 2.6361 1.0 0.7 -1.4
C 0.2844 1.1259 1.4909 -1.4 1.6 -3.0
O -3.9014 -0.1296 -1.3431 -2.6 -0.7 -1.8
H -1.9491 0.3818 0.6356 -1.3 1.1 -1.1
H -1.6104 -0.2627 -0.9684 -1.0 -0.5 -0.6
H -1.1210 1.4344 -0.8285 -0.8 -1.2 1.4
H -0.4154 -0.7650 1.0425 -0.2 -3.1 1.7
H 1.9366 -1.4471 0.2935 -0.9 2.2 -1.7
H -0.0920 -1.4064 -1.6925 1.6 0.7 0.3
H 0.8684 -0.1883 -2.4615 0.3 -1.4 -0.1
H 1.2724 -2.1046 -2.6109 0.8 3.0 3.4
H -4.7662 -0.3368 -1.9043 2.7 0.6 1.7
H 3.5411 0.5908 -0.1626 -1.8 -1.8 1.3
H 3.0194 -0.7961 1.2274 -0.3 2.3 -0.9
H -1.3314 0.5319 2.7328 0.9 0.0 -0.5
H 0.7617 2.1646 0.9901 -1.3 -2.9 1.7
H 0.6266 0.7128 2.4726 1.7 -0.9 1.8

22
Properties=species:S:1:pos:R:3:forces:R:3 method="wB97M-V/def2-TZVPD" charge=-1 de_lowest_kcal_mol=45.7
C -0.2516 -0.8527 2.5646 2.3 0.0 0.9
N 0.9317 -0.2793 1.7697 -1.0 -2.2 0.6
C 0.9338 -0.9699 0.4439 -1.0 1.2 -1.5
C 1.6242 -0.0728 -0.6569 0.0 -1.0 0.3
C 0.6086 0.6316 -1.5665 0.6 -0.2 -2.3
C -0.6458 1.3049 -1.0347 1.0 -0.8 0.5
C -1.9602 0.4266 -1.1848 -0.3 -0.2 0.3
O -2.0416 -0.7403 -0.5186 1.0 -0.4 0.3
H -0.0357 -1.7475 3.2080 0.7 0.1 -1.1
H -0.3427 -0.1680 3.4062 -1.2 0.6 -0.4
H -1.0753 -1.1534 1.9290 -0.6 0.8 0.0
H 0.7709 0.7230 1.6823 -0.1 -0.5 -0.4
H -0.1658 -1.1117 0.1072 1.3 0.2 0.2
H 1.3853 -1.9775 0.4155 0.2 0.4 0.8
H 2.2360 -0.6570 -1.3556 -0.4 -0.7 0.0
H 2.4752 0.4703 -0.2426 -0.5 1.0 0.6
H 0.3157 -0.1715 -2.2697 -0.3 0.1 0.3
H 1.1149 1.3230 -2.2788 0.2 -0.2 0.6
H -0.3118 1.4091 -0.0017 -1.1 0.2 0.7
H -0.6863 2.3432 -1.4008 -0.5 -0.3 -0.3
H -2.7105 1.0918 -0.7167 -0.6 0.6 -0.8
H -2.1688 0.1782 -2.2990 0.3 1.2 0.7

22
Properties=species:S:1:pos:R:3:forces:R:3 method="wB97M-V/def2-TZVPD" multiplicity=2 de_lowest_kcal_mol=23.5
C 2.7719 -0.9716 0.9898 0.2 0.7 1.1
C 1.8285 -0.1548 0.1150 0.8 -0.5 -1.4
N 0.4435 -0.2208 0.4767 -0.4 0.0 0.7
C 0.1863 0.5214 1.7045 0.4 0.1 0.3
C -0.2644 1.1804 -1.4826 0.6 0.0 1.1
C -0.4990 -0.0914 -0.6294 0.9 0.9 -0.6
C -1.9587 -0.1947 -0.2118 0.3 -0.4 -0.8
O -2.7716 -0.3021 -1.3118 -0.1 0.1 0.1
H 3.1867 -0.3564 1.8052 -0.1 -0.1 -0.2
H 2.2564 -1.7766 1.5167 0.0 -0.2 -0.5
H 3.6295 -1.3339 0.4249 -0.1 -0.2 0.0
H 2.2314 0.8538 -0.0320 -0.2 0.5 0.6
H 1.9563 -0.4974 -0.9136 -0.4 -0.6 -0.1
H 0.3778 -0.1048 2.5813 -0.1 -0.1 -0.1
H 0.8517 1.3918 1.8417 -0.1 0.0 -0.3
H -0.8293 0.8850 1.7682 -0.2 0.0 0.0
H 0.5957 0.9946 -2.1289 -0.3 0.2 -0.3
H -1.1564 1.4866 -2.0133 0.0 0.0 -0.4
H 0.0510 1.9891 -0.8096 -0.3 0.1 -0.1
H -0.2636 -0.9153 -1.3014 -0.4 -0.4 0.1
H -2.2829 0.6094 0.4549 -0.1 -0.2 0.2
H -2.0597 -1.1968 0.2336 -0.3 0.1 0.6

22
Properties=species:S:1:pos:R:3:forces:R:3 method="wB97M-V/def2-TZVPD" multiplicity=2 de_lowest_kcal_mol=35.5
O 1.5384 0.2628 -0.5680 -1.3 0.2 -1.9
C 0.8355 0.3707 -1.6247 3.3 1.4 0.9
C -0.3824 -0.2331 -1.8272 -1.6 -0.8 0.6
C -0.9995 -1.1208 -0.7207 -0.3 0.3 -1.1
C -0.8994 -0.7759 0.7758 4.0 0.0 1.6
C -1.2314 0.7037 0.9254 -0.3 0.6 4.6
C -2.7498 0.9423 0.8224 2.0 0.2 0.0
N 4.2110 -0.2502 0.7430 -1.0 4.5 0.4
H 1.2642 1.0071 -2.4719 -0.5 -0.7 0.8
H -0.7450 -0.1162 -2.8738 -0.3 -0.4 1.1
H -0.4044 -1.9668 -0.8101 1.5 -2.0 -0.3
H -1.9594 -1.5492 -1.0302 -0.2 0.7 0.1
H 0.2978 -0.8505 1.2199 -3.2 0.1 -1.9
H -1.3302 -1.5985 1.4492 -0.3 1.6 -1.1
H -0.6685 1.2770 0.2164 0.2 0.2 -0.4
H -0.8391 1.1402 2.0102 -0.9 -1.2 -2.6
H -2.9519 0.5360 -0.1306 -1.0 -0.2 -1.3
H -3.2313 0.3229 1.5575 -0.5 0.2 0.5
H -2.9432 2.0113 0.8458 -0.5 -0.1 0.2
H 4.6979 -0.9651 0.2688 0.5 -0.5 -1.0
H 3.5730 0.3908 0.1052 1.7 -2.4 1.4
H 4.9178 0.4617 1.1176 -1.1 -1.7 -0.7

22
Properties=species:S:1:pos:R:3:forces:R:3 method="wB97M-V/def2-TZVPD" charge=+1 de_lowest_kcal_mol=32.9
C -0.5178 0.2641 -2.0536 0.8 -1.4 -0.3
C 0.9667 0.6135 -1.8547 0.0 0.5 1.0
C 1.4128 0.5487 -0.3889 -0.4 -0.8 0.5
C 0.8855 1.2130 0.6381 -0.3 0.0 -0.1
C 1.3179 1.0165 2.0521 1.1 -0.6 -1.1
C 1.0279 -0.0949 2.7015 -1.2 0.0 1.2
N -0.8946 -1.0182 -1.2668 -0.9 1.5 -0.6
H -0.7616 -0.0745 -3.0664 0.3 0.8 -0.1
H -1.1583 1.0945 -1.7545 -0.1 -0.4 0.1
H 1.6779 -0.0278 -2.3916 -0.6 0.3 -0.4
H 1.0322 1.6640 -2.1704 0.4 -0.4 -0.3
H 2.1344 -0.2329 -0.1060 0.0 0.5 -0.4
H 0.0399 1.8793 0.4668 0.3 0.4 0.0
H 2.1416 1.6285 2.4212 -0.6 0.4 0.2
H 0.3066 -0.8251 2.3534 0.0 0.0 -0.4
H 1.2411 -0.2154 3.7585 0.6 -0.1 -0.2
H -0.1280 -1.6799 -1.1929 0.2 0.2 0.4
H -1.6094 -1.4573 -1.8453 -0.1 -0.3 0.3
H -1.3509 -0.7509 -0.3647 0.5 -0.9 -0.1
H -2.3424 -0.6245 1.8377 0.2 0.0 -0.7
H -3.0193 -1.8057 1.2339 -0.3 -0.5 -0.3
O -2.4021 -1.1147 0.9928 0.1 0.7 1.1

26
Properties=species:S:1:pos:R:3:forces:R:3 method="wB97M-V/def2-TZVPD" de_lowest_kcal_mol=130.5
C 2.1590 1.4827 -0.0588 -1.5 -1.4 -0.6
C -1.3872 -2.5920 0.7689 0.8 -2.6 -1.5
C 4.3798 0.8018 -0.4143 -0.5 -2.3 -0.5
C 2.5859 -0.8914 0.2564 -2.1 0.5 0.7
C -2.9258 2.9128 -0.5581 3.3 0.1 -1.9
C -2.6770 -2.1691 -0.0269 -0.7 -0.8 -1.1
N 2.9729 0.4676 -0.0751 1.0 1.1 0.7
O -0.9110 0.9107 0.3357 -1.0 -1.0 0.8
O -3.2764 1.5742 -0.4859 0.1 -1.6 1.4
O -2.5582 -0.7838 -0.4428 -0.3 -0.2 0.4
P -2.4969 0.5294 0.6054 1.1 0.0 -2.4
S 0.5905 1.7683 -0.0767 0.2 2.3 0.1
H -0.3972 -2.7358 0.1839 -1.9 0.3 0.3
H -1.1988 -1.7818 1.3842 0.4 1.6 1.5
H -1.4191 -3.5265 1.4433 -0.6 1.3 -1.2
H 4.3729 1.8236 -0.6297 0.1 1.5 -0.9
H 5.0352 0.7278 0.4445 0.2 -0.7 0.2
H 4.7025 0.1558 -1.3019 -0.2 1.0 1.3
H 3.2075 -1.2729 1.0812 -0.2 -0.3 -0.7
H 1.4720 -0.9228 0.5234 1.6 0.4 0.2
H 2.5333 -1.4085 -0.6739 0.9 -1.2 -0.5
H -1.9396 3.0127 -1.1624 -1.5 -0.1 0.4
H -2.6505 3.4582 0.3004 0.0 0.0 2.0
H -3.6617 3.4993 -1.0251 -1.2 0.3 -0.9
H -3.5636 -2.2196 0.6801 0.9 -0.3 -0.9
H -2.9483 -2.8207 -1.0757 0.9 1.8 3.1

22
Properties=species:S:1:pos:R:3:forces:R:3 method="wB97M-V/def2-TZVPD" de_lowest_kcal_mol=45.7
C -0.5082 2.8202 0.1208 1.0 0.4 -1.1
C -0.3600 1.8199 -0.8170 -1.4 4.1 1.9
C -1.4198 0.7812 -0.8976 3.5 -2.7 1.3
C -1.0348 -0.5975 -0.1907 -1.4 0.9 0.2
C 0.2061 -1.3737 -0.5066 -1.4 -0.6 -0.3
C 0.2339 -2.7045 0.3007 0.7 -1.5 -1.9
N 1.3574 -0.5761 -0.5551 0.9 0.7 1.5
P 1.8000 0.4087 0.5900 2.8 0.2 -1.9
H -1.2194 2.7293 0.9270 -0.4 -0.2 0.0
H 0.0474 3.8369 0.1971 -0.5 -2.2 -0.5
H 0.3724 2.0650 -1.5718 0.0 -0.7 -0.4
H -1.5194 0.4591 -1.8780 -0.7 -0.1 -2.2
H -2.3236 1.0086 -0.4288 -1.4 1.0 0.4
H -1.1170 -0.5025 0.8612 0.3 0.7 1.6
H -1.9224 -1.1844 -0.3336 -0.4 -0.8 -0.6
H 0.0887 -1.5658 -1.5348 -0.3 -1.3 -1.6
H -0.7856 -3.2123 0.3877 1.4 0.7 -0.3
H 0.6300 -2.5541 1.2834 0.1 0.2 0.8
H 1.0017 -3.4330 -0.2279 -1.7 1.3 1.0
H 1.0938 1.4211 1.1848 -0.6 0.3 0.5
H 2.8181 1.1179 -0.1516 -0.6 0.0 0.9
H 2.5777 0.0203 1.6785 0.1 -0.5 0.5